Record 1
# C30H69N3O6

A 6-piece molecular cluster, C30H69N3O6 overall at a distorted geometry (wB97M-V/def2-TZVPD, the OMol25 dataset).

The geometry in XYZ format:
```
108
C30H69N3O6 wB97M-V/def2-TZVPD
C 2.91 1.45 2.93
C 3.69 0.44 2.01
C 5.12 1.03 1.94
C 6.12 -0.07 1.47
C 6.06 -1.32 2.28
C 4.68 -1.94 2.29
N 3.72 -0.85 2.69
O 2.42 -1.40 2.94
C 4.30 -2.53 0.92
C 4.68 -3.07 3.41
C 3.09 0.49 0.56
H 1.95 1.08 3.29
H 2.70 2.29 2.27
H 3.44 1.76 3.83
H 5.15 1.96 1.38
H 5.50 1.29 2.93
H 7.13 0.34 1.50
H 6.01 -0.41 0.44
H 6.52 -1.27 3.26
H 6.68 -2.00 1.70
H 3.36 -3.08 1.00
H 4.27 -1.83 0.09
H 5.06 -3.29 0.72
H 3.74 -3.59 3.60
H 5.37 -3.82 3.02
H 5.08 -2.77 4.37
H 2.45 1.35 0.37
H 2.52 -0.39 0.27
H 3.87 0.56 -0.20
H 2.12 -1.53 2.04
C -5.00 2.99 4.93
C -3.53 2.51 5.02
C -3.53 1.01 4.66
C -2.19 0.39 4.43
C -1.43 1.12 3.28
C -1.42 2.65 3.49
N -2.77 3.21 3.94
O -2.67 4.62 4.17
C -0.28 3.10 4.42
C -1.22 3.23 2.02
C -3.09 2.72 6.49
H -5.16 4.07 4.97
H -5.49 2.60 5.82
H -5.49 2.58 4.04
H -4.05 0.43 5.42
H -4.11 0.89 3.74
H -2.29 -0.67 4.17
H -1.54 0.42 5.31
H -1.90 0.90 2.32
H -0.43 0.67 3.31
H -0.39 2.81 5.46
H 0.69 2.72 4.08
H -0.26 4.19 4.41
H -1.57 4.26 1.93
H -0.17 3.22 1.74
H -2.00 2.84 1.36
H -2.07 2.47 6.79
H -3.81 2.30 7.19
H -3.21 3.77 6.72
H -2.05 4.65 4.90
C -1.71 -1.42 -3.73
C -1.68 -2.14 -5.08
C -3.15 -1.95 -5.79
C -3.34 -0.58 -6.41
C -2.18 -0.44 -7.40
C -0.74 -0.48 -6.75
N -0.60 -1.73 -6.00
O 0.64 -2.05 -5.40
C 0.30 -0.49 -7.89
C -0.39 0.80 -5.93
C -1.54 -3.67 -4.87
H -0.76 -1.49 -3.20
H -2.35 -1.94 -3.02
H -2.07 -0.40 -3.85
H -3.51 -2.71 -6.48
H -3.85 -1.96 -4.96
H -3.34 0.14 -5.59
H -4.28 -0.54 -6.97
H -2.42 0.49 -7.92
H -2.19 -1.32 -8.04
H -0.06 -1.30 -8.51
H 0.49 0.44 -8.43
H 1.26 -0.87 -7.54
H -1.12 1.00 -5.15
H 0.51 0.60 -5.35
H -0.30 1.74 -6.47
H -1.41 -4.18 -5.83
H -2.36 -4.00 -4.24
H -0.60 -3.88 -4.37
H 1.07 -2.59 -6.07
C 1.63 -2.90 -1.42
O 1.08 -2.24 -0.34
H 2.39 -2.35 -1.97
H 2.10 -3.86 -1.18
H 0.82 -3.09 -2.13
H 0.60 -2.90 0.16
C -4.05 -0.28 0.10
O -3.50 -0.59 -1.14
H -3.60 -0.76 0.96
H -4.07 0.78 0.36
H -5.08 -0.62 0.00
H -2.61 -0.22 -1.14
C -0.23 1.08 -0.94
O -0.72 -0.10 -0.28
H -1.00 1.32 -1.66
H -0.15 1.92 -0.25
H 0.72 1.00 -1.47
H -0.05 -0.79 -0.28
```

## Properties
DFT total energy	-48970.2857	eV
LUMO (spin up / spin down)	-0.10579 / -0.26591	Ha
M	567.90	g/mol
HOMO energy (spin up / spin down)	-9.8548 / -9.8548	eV
multiplicity	2
net charge	+1
orbital gap (spin up / spin down)	6.98 / 2.62	eV

Record 2
# C26H78F2InNO17S2

C26H78F2InNO17S2 as an isolated structure at a distorted geometry (wB97M-V/def2-TZVPD, the OMol25 dataset).

The geometry in XYZ format:
```
127
C26H78F2InNO17S2 wB97M-V/def2-TZVPD
In 3.04 2.31 -1.48
N 1.16 0.74 0.01
S -0.10 0.00 -0.50
O -1.37 0.50 -0.04
O 0.04 -1.39 -0.87
F -0.04 0.62 -2.00
S 0.87 0.41 1.64
O 0.89 -0.95 2.06
O 0.02 1.37 2.30
F 2.29 0.97 2.10
C -2.33 -3.04 3.10
C -2.38 -2.39 1.70
O -3.57 -2.87 1.06
H -2.34 -4.12 2.94
H -3.20 -2.76 3.69
H -1.39 -2.75 3.58
H -1.56 -2.63 1.02
H -2.48 -1.30 1.80
H -4.28 -2.26 1.27
C 4.27 -1.80 3.94
C 5.75 -1.81 3.53
O 6.36 -0.64 4.06
H 4.13 -1.71 5.02
H 3.87 -2.81 3.77
H 3.64 -1.10 3.39
H 5.87 -1.81 2.45
H 6.29 -2.65 3.95
H 6.04 0.17 3.65
C 0.56 0.37 5.68
C 0.63 1.85 5.38
O 1.50 2.49 6.28
H 1.55 -0.08 5.77
H 0.10 -0.20 4.87
H 0.01 0.16 6.60
H -0.35 2.33 5.51
H 1.04 1.97 4.36
H 1.23 3.39 6.49
C -4.22 2.19 -1.17
C -3.80 3.16 -2.25
O -4.86 3.41 -3.15
H -3.46 2.12 -0.39
H -4.41 1.17 -1.53
H -5.21 2.49 -0.81
H -2.99 2.71 -2.85
H -3.45 4.10 -1.85
H -4.98 2.68 -3.76
C 1.06 -4.55 0.97
C 1.28 -4.13 2.43
O 1.69 -5.30 3.10
H 0.82 -3.67 0.36
H 0.20 -5.22 0.93
H 1.93 -5.01 0.50
H 0.34 -3.69 2.77
H 2.06 -3.37 2.52
H 2.04 -5.08 3.97
C -2.82 -0.69 -3.10
C -3.80 -1.51 -3.92
O -3.45 -2.89 -3.89
H -2.98 -0.86 -2.03
H -2.99 0.37 -3.26
H -1.81 -1.05 -3.32
H -3.82 -1.15 -4.95
H -4.80 -1.32 -3.51
H -3.91 -3.28 -3.14
C -0.95 5.01 0.09
C -0.44 3.74 -0.56
O 0.41 4.07 -1.68
H -1.44 4.75 1.03
H -1.72 5.49 -0.52
H -0.16 5.73 0.27
H -1.25 3.11 -0.92
H 0.20 3.19 0.12
H -0.08 4.70 -2.23
C 3.44 -2.00 0.17
C 4.59 -1.01 0.07
O 4.48 -0.30 -1.18
H 3.56 -2.75 -0.60
H 2.48 -1.49 0.09
H 3.45 -2.43 1.18
H 5.51 -1.59 0.02
H 4.59 -0.33 0.93
H 4.90 -0.81 -1.87
C -2.31 2.63 -5.69
C -0.90 2.27 -5.24
O -0.12 3.46 -5.28
H -2.99 1.80 -5.51
H -2.35 2.85 -6.76
H -2.64 3.49 -5.10
H -0.44 1.52 -5.89
H -0.93 1.85 -4.22
H 0.72 3.29 -4.85
C -0.50 -4.46 -2.85
C -0.82 -5.04 -4.24
O -1.22 -3.99 -5.10
H -0.11 -5.21 -2.16
H -1.36 -3.96 -2.42
H 0.27 -3.68 -2.94
H -1.69 -5.70 -4.15
H 0.03 -5.54 -4.71
H -2.02 -3.58 -4.70
C 0.99 -1.52 -4.58
C 2.19 -1.24 -3.70
O 2.39 0.16 -3.55
H 0.80 -2.59 -4.70
H 1.14 -1.11 -5.58
H 0.07 -1.10 -4.16
H 3.07 -1.69 -4.18
H 2.05 -1.68 -2.71
H 2.61 0.50 -4.43
C 1.64 4.51 2.80
C 2.88 4.23 1.99
O 2.70 4.54 0.60
H 1.70 4.21 3.84
H 0.79 3.96 2.40
H 1.37 5.57 2.77
H 3.29 3.22 2.09
H 3.69 4.87 2.36
H 2.55 5.49 0.54
C -3.09 0.67 4.01
C -3.42 1.35 2.66
O -2.55 2.43 2.45
H -2.20 0.04 4.00
H -3.95 0.04 4.26
H -2.97 1.45 4.76
H -4.44 1.71 2.66
H -3.27 0.63 1.84
H -1.65 2.07 2.29
```

## Properties
DFT total energy	-96777.4122	eV
LUMO	-0.46427	Ha
energy relative to the best compared isomer or geometry (same formula, charge and spin)	1.3235	eV
M	893.85	g/mol
HOMO energy	-14.2064	eV
net charge	+2
orbital gap	1.57	eV

Record 3
# H19O10

A 10-piece molecular cluster, H19O10 overall at a distorted geometry (wB97M-V/def2-TZVPD, the OMol25 dataset).

The geometry in XYZ format:
```
29
H19O10 wB97M-V/def2-TZVPD
O 0.57 3.47 0.29
H 1.00 2.69 0.75
H -0.79 -1.59 3.67
O 1.23 -0.91 3.13
H 2.08 -1.28 2.84
H 0.21 0.15 -0.41
O -1.57 2.01 -1.58
H 1.19 -0.62 2.18
H -0.72 2.26 -1.15
O 2.18 0.44 -2.07
H -1.06 -1.31 -0.72
H 0.63 3.33 -0.65
O -1.98 -0.95 -0.91
H -1.74 -0.65 2.95
H 1.83 0.12 -1.19
O -2.28 0.04 -3.90
H -2.22 -0.36 -2.97
H -2.01 0.94 -3.71
O 0.16 -3.33 0.22
H -0.78 -3.13 0.39
H 1.43 0.83 1.06
O 2.17 1.44 1.18
H 3.00 1.01 1.30
H -2.48 -1.65 -0.50
O -1.70 -1.54 3.27
H -1.93 1.84 -0.72
O 0.82 -0.56 -0.16
H 2.15 -0.22 -2.74
H 0.58 -2.45 0.14
```

## Properties
DFT total energy	-20784.8978	eV
LUMO	0.11109	Ha
energy relative to the best compared isomer or geometry (same formula, charge and spin)	1.6195	eV
M	179.14	g/mol
HOMO energy	-5.9998	eV
net charge	-1
orbital gap	9.02	eV

Record 4
# C4H8ClNO

A 2-piece molecular cluster, C4H8ClNO overall at a distorted geometry (wB97M-V/def2-TZVPD, the OMol25 dataset).

The geometry in XYZ format:
```
15
C4H8ClNO wB97M-V/def2-TZVPD
C -1.75 1.16 -1.03
C 0.39 0.34 1.89
C 0.53 -0.49 0.55
C 0.72 0.45 -0.56
N -1.79 1.23 -2.35
O -2.41 1.37 -0.07
Cl 1.28 -0.23 -2.09
H -0.20 -0.13 2.62
H 1.30 0.76 2.38
H -0.10 1.25 1.62
H -0.38 -1.05 0.42
H 1.46 -1.05 0.66
H 1.52 1.22 -0.44
H -0.93 1.01 -2.75
H -2.70 1.55 -2.68
```

## Properties
DFT total energy	-20334.7650	eV
LUMO (spin up / spin down)	0.00640 / 0.00531	Ha
energy relative to the best compared isomer or geometry (same formula, charge and spin)	2.9860	eV
M	121.57	g/mol
HOMO energy (spin up / spin down)	-8.0920 / -7.7831	eV
net charge	0
orbital gap (spin up / spin down)	8.27 / 7.93	eV

Record 5
# C5H9N2

An isolated ion of composition C5H9N2 and charge +1 at a distorted geometry (wB97M-V/def2-TZVPD, the OMol25 dataset).

The geometry in XYZ format:
```
16
C5H9N2 wB97M-V/def2-TZVPD
C 1.30 -1.54 0.20
C 0.91 0.76 0.40
C 0.29 -0.60 0.34
C 0.26 1.63 -0.73
C -1.14 -0.79 0.23
N 2.32 0.52 0.08
N 2.55 -0.66 0.00
H 1.43 -1.97 1.19
H 1.28 -2.42 -0.59
H 0.91 1.25 1.33
H 0.90 2.53 -0.88
H -0.77 1.94 -0.42
H 0.22 1.02 -1.60
H -1.68 -0.82 1.13
H -1.30 -1.76 -0.19
H -1.55 -0.04 -0.43
```

## Properties
DFT total energy	-8300.5475	eV
LUMO	-0.25487	Ha
energy relative to the best compared isomer or geometry (same formula, charge and spin)	5.1848	eV
M	97.14	g/mol
HOMO energy	-14.2805	eV
net charge	+1
orbital gap	7.35	eV

Record 6
# C5H6NO2S

An isolated ion of composition C5H6NO2S and charge -1 at a distorted geometry (wB97M-V/def2-TZVPD, the OMol25 dataset).

The geometry in XYZ format:
```
15
C5H6NO2S wB97M-V/def2-TZVPD
C -0.75 -2.04 0.01
C -0.60 1.73 -0.57
C -0.07 -1.47 -1.21
C 0.22 0.55 0.25
C 0.96 1.12 1.45
N -0.97 -1.33 0.99
O -1.16 1.41 -1.61
O -0.59 2.77 0.08
S 1.18 -0.41 -0.71
H -1.01 -3.06 -0.30
H 0.44 -2.22 -1.82
H -0.88 -0.87 -1.69
H 1.89 1.68 1.01
H 1.18 0.35 2.25
H 0.18 1.78 1.86
```

## Properties
DFT total energy	-21700.8982	eV
LUMO (spin up / spin down)	0.11947 / 0.11947	Ha
energy relative to the best compared isomer or geometry (same formula, charge and spin)	3.3464	eV
M	144.18	g/mol
HOMO energy (spin up / spin down)	-4.0809 / -4.0828	eV
net charge	-1
orbital gap (spin up / spin down)	7.33 / 7.33	eV

Record 7
# C23H25N2NiO2S3

C23H25N2NiO2S3 as an isolated structure (wB97M-V/def2-TZVPD, the OMol25 dataset).

The geometry in XYZ format:
```
56
C23H25N2NiO2S3 wB97M-V/def2-TZVPD
Ni 0.61 -0.58 -0.79
C 3.86 -0.77 -1.51
O 2.84 -0.56 -0.54
C 3.24 -0.35 0.77
C 4.57 -0.35 1.17
C 4.86 -0.14 2.51
C 3.84 0.05 3.44
C 2.52 0.02 3.03
C 2.21 -0.16 1.69
N 0.89 -0.29 1.18
N -0.03 -0.13 2.04
C -1.28 -0.58 1.76
C -1.54 -1.55 0.76
O -0.68 -1.92 -0.13
C -2.82 -2.20 0.76
C -3.80 -1.82 1.62
C -3.59 -0.79 2.60
C -4.62 -0.41 3.47
C -4.40 0.55 4.43
C -3.14 1.15 4.52
C -2.12 0.80 3.67
C -2.33 -0.19 2.69
H 4.40 -1.70 -1.30
H 4.55 0.07 -1.52
H 3.37 -0.85 -2.47
H 5.37 -0.51 0.47
H 5.89 -0.13 2.83
H 4.08 0.19 4.48
H 1.71 0.12 3.74
H -2.98 -2.99 0.04
H -4.76 -2.30 1.58
H -5.59 -0.89 3.39
H -5.19 0.85 5.10
H -2.96 1.91 5.28
H -1.15 1.27 3.75
C 1.16 0.61 -4.24
C 1.02 -0.91 -4.20
S 0.11 -1.66 -2.84
C -1.59 -1.09 -3.06
C -1.90 0.37 -2.75
S -1.29 0.91 -1.12
C -0.66 2.56 -1.44
C 0.38 2.72 -2.55
S 1.62 1.39 -2.66
H 0.25 1.07 -4.60
H 1.94 0.85 -4.97
H 2.00 -1.39 -4.14
H 0.58 -1.26 -5.14
H -2.17 -1.75 -2.41
H -1.87 -1.31 -4.09
H -2.98 0.50 -2.75
H -1.49 1.03 -3.51
H -0.25 2.86 -0.48
H -1.50 3.22 -1.64
H 0.92 3.65 -2.39
H -0.09 2.81 -3.53
```

## Properties
DFT total energy	-104875.4669	eV
LUMO (spin up / spin down)	-0.11846 / -0.12091	Ha
energy relative to the best compared isomer or geometry (same formula, charge and spin)	0.0776	eV
M	516.36	g/mol
HOMO energy (spin up / spin down)	-9.9980 / -9.9819	eV
multiplicity	3
net charge	+1
orbital gap (spin up / spin down)	6.77 / 6.69	eV

Record 8
# C5H8N2O2

A 2-piece molecular cluster, C5H8N2O2 overall at a distorted geometry (wB97M-V/def2-TZVPD, the OMol25 dataset).

The geometry in XYZ format:
```
17
C5H8N2O2 wB97M-V/def2-TZVPD
N -3.17 -0.33 -0.58
C -2.26 0.38 -0.40
C -1.06 1.62 -0.21
O -1.32 2.51 0.55
O -0.41 1.76 -1.36
H 0.55 1.89 -1.12
C 0.13 -1.84 -0.42
C -0.03 -0.93 0.75
C 0.69 0.20 0.95
N 1.81 0.58 0.20
H -0.72 -2.52 -0.50
H 1.05 -2.43 -0.29
H 0.21 -1.30 -1.36
H -0.79 -1.18 1.48
H 0.58 0.74 1.89
H 2.20 -0.17 -0.36
H 2.54 1.00 0.78
```

## Properties
DFT total energy	-12387.6362	eV
LUMO	0.00908	Ha
energy relative to the best compared isomer or geometry (same formula, charge and spin)	3.2994	eV
M	128.13	g/mol
HOMO energy	-8.9986	eV
SMILES	N#CC(=O)O.C/C=C\N
net charge	0
orbital gap	9.25	eV

Record 9
# C5H10N

A 2-piece molecular cluster, C5H10N overall at a distorted geometry (wB97M-V/def2-TZVPD, the OMol25 dataset).

The geometry in XYZ format:
```
16
C5H10N wB97M-V/def2-TZVPD
C -1.83 -1.08 0.68
C -2.75 -0.50 -0.01
C 1.86 -1.06 0.24
C -0.06 1.76 -0.92
C -0.53 0.39 -0.79
N -1.56 0.33 0.23
H -1.42 -1.74 1.42
H -3.56 -0.64 -0.72
H 1.97 -1.70 -0.55
H 1.00 -0.30 -0.04
H 2.71 -0.44 0.40
H -0.60 1.92 -2.07
H 0.99 1.96 -1.04
H -0.53 2.47 -0.32
H 1.62 -1.48 1.20
H -1.62 1.08 0.98
```

## Properties
DFT total energy	-6822.6664	eV
LUMO	-0.19276	Ha
energy relative to the best compared isomer or geometry (same formula, charge and spin)	7.5356	eV
M	84.14	g/mol
HOMO energy	-13.7563	eV
net charge	+1
orbital gap	8.51	eV

Record 10
# CH2FP

One molecule with the formula CH2FP at a distorted geometry (wB97M-V/def2-TZVPD, the OMol25 dataset).

The geometry in XYZ format:
```
5
CH2FP wB97M-V/def2-TZVPD
H 1.64 0.04 -0.54
P 0.51 -0.14 -1.20
C -0.40 -0.07 0.22
F -1.72 -0.02 0.17
H -0.02 0.19 1.34
```

## Properties
DFT total energy	-13073.6374	eV
LUMO	0.00888	Ha
energy relative to the best compared isomer or geometry (same formula, charge and spin)	1.2512	eV
M	64.00	g/mol
HOMO energy	-9.5721	eV
SMILES	[H]/P=C/F
net charge	0
orbital gap	9.81	eV

Record 11
# CH3ClO2S

A 2-piece molecular cluster, CH3ClO2S overall at a distorted geometry (wB97M-V/def2-TZVPD, the OMol25 dataset).

The geometry in XYZ format:
```
8
CH3ClO2S wB97M-V/def2-TZVPD
O 1.53 -2.19 -0.02
S 2.56 -0.92 0.27
Cl 2.13 0.44 -1.18
H 0.96 -2.17 0.74
C -1.85 1.23 0.06
O -2.54 0.76 -0.76
H -2.02 1.35 1.16
H -0.76 1.50 -0.28
```

## Properties
DFT total energy	-28536.3991	eV
LUMO	0.00298	Ha
energy relative to the best compared isomer or geometry (same formula, charge and spin)	2.2789	eV
M	114.55	g/mol
HOMO energy	-9.3243	eV
SMILES	OSCl.C=O
net charge	0
orbital gap	9.41	eV

Record 12
# C12H16N4O2

One molecule with the formula C12H16N4O2 (wB97M-V/def2-TZVPD, the OMol25 dataset).

The geometry in XYZ format:
```
34
C12H16N4O2 wB97M-V/def2-TZVPD
O -1.87 -2.50 -1.54
C -1.65 -3.55 -0.63
C -1.23 -3.05 0.76
N -0.12 -2.13 0.73
C -0.35 -0.80 0.49
N -1.58 -0.38 0.40
C -1.79 0.95 0.20
C -3.11 1.44 0.10
C -3.32 2.77 -0.14
C -2.24 3.65 -0.29
C -0.95 3.20 -0.19
C -0.70 1.84 0.06
N 0.57 1.39 0.18
C 0.77 0.12 0.41
N 2.04 -0.33 0.57
C 3.18 0.55 0.54
C 4.14 0.19 -0.60
O 5.26 1.03 -0.64
H -2.30 -1.77 -1.07
H -0.87 -4.17 -1.07
H -2.56 -4.16 -0.52
H -2.06 -2.51 1.22
H -0.96 -3.91 1.39
H 0.72 -2.51 0.30
H -3.93 0.75 0.22
H -4.33 3.15 -0.21
H -2.43 4.70 -0.48
H -0.11 3.86 -0.30
H 2.17 -1.24 0.97
H 3.72 0.52 1.49
H 2.79 1.56 0.39
H 4.53 -0.82 -0.45
H 3.59 0.21 -1.55
H 4.97 1.93 -0.77
```

## Properties
DFT total energy	-22759.3626	eV
LUMO	0.01672	Ha
energy relative to the best compared isomer or geometry (same formula, charge and spin)	0.0000	eV
M	248.29	g/mol
HOMO energy	-7.9121	eV
SMILES	OCCNc1nc2ccccc2nc1NCCO
net charge	0
orbital gap	8.37	eV

Record 13
# C10H22N2Si

C10H22N2Si as an isolated structure at a distorted geometry (wB97M-V/def2-TZVPD, the OMol25 dataset).

The geometry in XYZ format:
```
35
C10H22N2Si wB97M-V/def2-TZVPD
C 0.24 -0.36 2.44
C 0.71 0.49 -0.98
C 0.43 -1.70 2.42
C -0.16 0.99 -1.82
C -0.43 -2.59 3.33
C 1.37 -2.43 1.48
C -0.95 -0.67 -3.71
C -2.63 1.23 -0.91
C -0.09 0.66 -3.43
C -1.32 1.90 -1.47
N 2.85 0.84 1.55
N 0.78 2.39 1.95
Si 1.15 0.85 1.41
H -0.82 -0.07 2.67
H 1.61 -0.05 -1.43
H -1.35 -2.10 3.38
H -0.21 -3.58 3.07
H 0.01 -2.43 4.32
H 2.05 -3.00 2.22
H 1.91 -1.85 0.71
H 0.75 -3.24 1.04
H -0.57 -1.37 -3.06
H -2.02 -0.47 -3.61
H -0.84 -0.87 -4.81
H -2.30 0.65 -0.03
H -3.37 2.00 -0.81
H -3.04 0.56 -1.67
H -0.35 1.59 -4.00
H 0.98 0.52 -3.75
H -1.46 2.42 -2.32
H -0.91 2.65 -0.75
H 3.32 1.30 0.77
H 3.30 -0.03 1.76
H -0.15 2.60 2.21
H 1.50 3.15 1.83
```

## Properties
DFT total energy	-21582.7062	eV
LUMO	0.02681	Ha
energy relative to the best compared isomer or geometry (same formula, charge and spin)	1.9440	eV
M	198.39	g/mol
HOMO energy	-7.9162	eV
net charge	0
orbital gap	8.65	eV